(1)
A structure of composition C42H37ClN6O2PS2Ti, computed with ωB97M-V/def2-TZVPD.

Properties
2S+1: 1
Charge: +1
Energy above the lowest of the compared OMol25 structures with the same formula, charge and spin (kcal/mol): 11.6
Energy (eV): -123787.330
Gap between HOMO and LUMO (eV): 5.99

Each line ends with the Mulliken charge.
Element x y z (Å)
Ti: 0.03249 0.97245 -0.64799  -0.012
Cl: 0.56564 -2.18619 1.00653  -0.178
S: 2.21808 0.31585 -1.26660  -0.358
S: 0.69264 2.07207 -5.04695  -0.297
P: -0.69105 -1.33196 -1.97267  1.964
O: -1.06307 2.57300 -0.04312  -0.744
O: 1.00622 2.88366 -0.51649  0.172
N: -1.40555 0.31196 0.95250  1.034
N: 4.40018 0.76784 0.14731  -0.240
N: 2.10378 5.40001 0.10595  0.162
N: 2.48251 0.99457 1.34287  -1.789
N: 1.13093 0.86577 1.25743  1.646
N: -0.25014 1.47337 -2.51722  -0.020
C: -0.96997 0.54810 2.20713  0.616
C: 1.00176 5.46257 0.93239  0.374
C: -0.08419 4.57155 0.82365  0.338
C: -4.49786 -0.07634 -2.73707  -0.841
C: 2.98882 4.65076 -2.02765  1.234
C: -3.60300 -0.05127 1.81108  -1.186
C: 0.96049 5.98255 -1.97086  -0.611
C: -0.82059 -1.27771 -4.80034  0.065
C: 0.18683 -3.39312 -0.18413  0.790
C: 3.98325 3.94241 -4.23971  -1.792
C: 0.16851 -5.71719 -0.75856  -0.573
C: -3.11624 -0.17423 -2.69259  -0.054
C: -2.50498 -1.31865 -2.16768  -0.060
C: -0.25694 -1.39145 -6.06405  -0.739
C: 0.44172 -4.71546 0.15412  -0.536
C: -2.69634 0.05263 0.76656  -0.298
C: 4.06480 3.91692 -1.27706  -1.587
C: 1.33687 -1.67701 -3.81378  -0.685
C: -0.33509 -3.04260 -1.42401  -0.786
C: -0.35066 -5.39845 -2.00714  -0.814
C: 0.45867 0.87181 2.35422  0.997
C: 2.00229 5.33511 -1.31900  -0.075
C: 0.96318 6.41965 1.95657  -1.067
C: -0.12334 6.52747 2.79681  -0.625
C: 1.09835 -1.63859 -6.20426  -0.581
C: 0.17406 1.74573 -3.60215  0.584
C: 1.89504 -1.78241 -5.07607  -0.918
C: -1.19521 4.72249 1.66648  -0.867
C: -3.15142 0.14378 3.09953  -0.791
C: -3.30436 -2.34983 -1.67867  -0.824
C: -4.68843 -2.24347 -1.72016  -0.793
C: 1.06064 1.11325 3.69573  -2.027
C: -1.22974 5.69175 2.64315  -1.003
C: -0.03474 3.35356 0.01425  1.571
C: 2.93894 4.65842 -3.42614  1.088
C: 0.90518 5.96425 -3.35296  -0.947
C: -1.81444 0.45919 3.29837  -1.027
C: 1.89817 5.31797 -4.07037  -0.812
C: 3.06157 0.73492 0.20423  0.198
C: -0.59130 -4.07755 -2.33164  -0.362
C: -0.02578 -1.41423 -3.66763  0.374
C: -5.28718 -1.10945 -2.24742  -0.785
H: 2.87867 5.96135 0.42721  0.327
H: 3.94486 2.86368 -4.06989  0.333
H: -2.85369 -3.23592 -1.25205  0.415
H: -0.55997 -6.17736 -2.72763  0.441
H: 1.96137 -1.81784 -2.94065  0.443
H: 1.86308 5.31565 -5.15272  0.396
H: -4.95821 0.81196 -3.14921  0.480
H: -2.02153 4.03577 1.54314  0.568
H: 4.87572 0.65866 -0.72897  0.243
H: 2.04768 1.54790 3.58191  0.453
H: 4.89571 4.57712 -1.00904  0.359
H: -5.29763 -3.05288 -1.33929  0.464
H: -1.43292 0.63579 4.29256  0.510
H: 2.95290 -1.98509 -5.17906  0.455
H: -3.82511 0.06701 3.94233  0.450
H: -4.63717 -0.27800 1.59584  0.554
H: 0.36715 -6.74766 -0.49600  0.405
H: 0.42903 1.78454 4.27729  0.494
H: 4.47743 3.10420 -1.87224  0.377
H: -6.36586 -1.02977 -2.27863  0.424
H: 0.10211 6.47272 -3.87039  0.434
H: 1.79806 7.10300 2.05835  0.442
H: 0.21269 6.51452 -1.39598  0.521
H: -3.02793 -0.07048 -0.25157  0.529
H: -0.98251 -3.83131 -3.31144  0.476
H: -2.51144 0.64864 -3.04982  0.353
H: -2.09363 5.79783 3.28419  0.449
H: -0.88423 -1.28440 -6.93913  0.449
H: 0.85418 -4.94415 1.12682  0.516
H: 3.82372 4.11403 -5.30303  0.414
H: 1.15844 0.17480 4.24758  0.329
H: 4.99024 4.28066 -3.98892  0.380
H: -0.12264 7.28762 3.56762  0.419
H: -1.88184 -1.09428 -4.71201  0.323
H: 4.92083 1.01246 0.97228  0.236
H: 3.65594 3.50450 -0.35431  0.224
H: 1.53498 -1.72462 -7.19047  0.411

(2)
A structure of composition C42H37I2N2O2P2Ru, computed with ωB97M-V/def2-TZVPD.

Properties
2S+1: 6
Expectation value of S²: 8.779
Charge: +2
Energy above the lowest of the compared OMol25 structures with the same formula, charge and spin (kcal/mol): 22.9
Energy (eV): -88576.308
Gap between HOMO and LUMO (alpha / beta) (eV): 6.90 / 5.66

Each line ends with the Mulliken charge.
Element x y z (Å)
I: 1.30339 -0.11041 -2.09142  0.104
I: 1.78835 -1.73456 0.97090  0.216
Ru: -0.45400 0.28390 0.12850  -0.062
P: 0.11671 1.46895 2.31389  0.155
P: -2.70573 1.23669 0.73067  0.932
O: -3.45725 0.30746 -3.69680  -0.471
O: -1.40016 -1.83110 -0.27219  -0.655
N: -2.56838 -2.67483 -2.06215  0.303
N: -2.21879 -0.43112 -1.86123  0.398
C: -2.02438 -1.67383 -1.33150  0.134
C: 1.33560 -0.04281 4.27056  -0.414
C: -3.11108 -2.27298 -3.32289  1.155
C: -6.71258 -2.78403 -2.46620  -0.599
C: -0.46047 -2.67942 -6.65380  -0.435
C: -1.60135 -1.89197 -6.76932  -1.054
C: -2.33343 2.91528 -1.46392  -0.157
C: -5.05890 -3.05455 -4.69815  -0.402
C: -1.44438 1.36967 3.26578  -1.407
C: -2.44750 -1.73580 -5.68706  -0.211
C: -2.96145 -0.46286 -2.96177  -0.037
C: -3.97461 3.65136 0.13064  -0.257
C: -6.48040 -1.38381 0.76252  -0.702
C: -5.37522 -2.47014 -2.36167  0.485
C: 2.32668 -0.35015 5.18809  -0.826
C: 0.89494 3.47620 0.58152  -0.404
C: -4.20023 0.20991 0.66029  0.723
C: 2.49400 1.99045 3.68774  -0.580
C: 1.03195 4.79001 0.15117  -0.681
C: -4.19568 -0.98158 1.38854  -0.692
C: 3.48734 1.67613 4.60709  -0.678
C: -5.33250 -1.77488 1.44344  -0.771
C: 0.55473 5.82566 0.94160  -0.578
C: -4.20556 4.78707 -0.62945  -0.901
C: -6.48029 -0.21742 0.01120  -0.904
C: -2.16715 -2.37936 -4.47604  0.281
C: 1.41135 1.13288 3.52054  0.972
C: -2.65960 1.86347 2.47313  -1.048
C: 0.28597 3.19123 1.80283  0.753
C: -3.03397 2.70237 -0.28039  0.860
C: -2.56067 4.05354 -2.22588  -1.089
C: -6.39840 -3.37134 -4.79239  -1.056
C: -0.17879 4.24086 2.59539  -0.110
C: -4.52673 -2.60846 -3.47876  0.018
C: -5.34070 0.57862 -0.04729  -0.077
C: -7.22730 -3.23417 -3.68070  -0.591
C: -1.00419 -3.15101 -4.36080  -0.298
C: -3.49640 4.98796 -1.80863  -0.627
C: 2.67809 -1.10601 -0.82342  -0.919
C: 3.40417 0.51138 5.35492  -0.594
C: -0.16356 -3.30718 -5.44960  -0.945
C: -0.04747 5.55133 2.16485  -0.802
H: -0.63553 4.04187 3.55836  0.438
H: -2.66063 2.95089 2.42169  0.533
H: 1.51118 5.00416 -0.79544  0.453
H: 2.56481 2.90473 3.11238  0.408
H: -7.37721 -1.98819 0.82617  0.522
H: 4.17732 0.27440 6.07392  0.409
H: 1.28206 2.67274 -0.03810  0.306
H: 0.65358 6.85088 0.60846  0.423
H: -6.79960 -3.73885 -5.72716  0.441
H: -1.57202 0.31933 3.53610  0.606
H: -2.65477 -3.61220 -1.70157  0.306
H: -3.32221 -1.10219 -5.77025  0.626
H: -1.82735 -1.39626 -7.70401  0.440
H: 2.25962 -1.25747 5.77384  0.434
H: 3.46430 -0.39966 -0.59552  0.472
H: 0.19703 -2.80617 -7.50433  0.448
H: -7.37092 0.08309 -0.52645  0.416
H: -1.32270 1.91770 4.20087  0.594
H: 3.03291 -1.97304 -1.36468  0.494
H: -3.58061 1.55298 2.96422  0.782
H: 4.32543 2.34731 4.74049  0.434
H: -4.93658 5.51556 -0.30381  0.470
H: -1.61435 2.18330 -1.81267  0.298
H: 0.49783 -0.72299 4.14971  0.431
H: 0.71695 -3.93115 -5.36513  0.470
H: -0.77302 -3.65366 -3.43164  0.496
H: -2.01111 4.20757 -3.14521  0.506
H: -8.27719 -3.48512 -3.76033  0.437
H: -4.41495 -3.19712 -5.55641  0.583
H: -7.36158 -2.67717 -1.60687  0.383
H: -3.30001 -1.29566 1.91502  0.168
H: -5.35003 1.48658 -0.63671  0.463
H: -0.40887 6.36102 2.78508  0.447
H: -3.67794 5.87453 -2.40280  0.453
H: -4.53612 3.50456 1.04721  0.482
H: -5.32763 -2.68942 2.02296  0.470
H: -4.98343 -2.09578 -1.42103  0.009